No. 1
A cluster of 4 separate species, C33H66ClF3NO11SSi in total, computed with the ωB97M-V functional and the def2-TZVPD basis.

Computed properties:
Total charge: +1
HOMO (Eh): -0.368

Geometry as XYZ:
```
117
Properties=species:S:1:pos:R:3:lowdin_charge:R:1
C 4.20 0.88 3.03 0.0553
C 4.70 2.14 2.87 -0.0991
C 4.82 2.93 1.48 -0.4275
C 5.37 1.84 0.55 -0.0999
C 6.16 2.31 -0.71 -0.1059
C 5.97 1.42 -1.92 -0.4934
O 6.76 0.57 -2.20 0.1701
O 4.89 1.70 -2.72 0.0729
N 5.78 3.99 1.85 -0.4422
Cl 7.46 3.85 1.66 0.9148
C 5.29 5.07 2.39 -0.6142
C 6.01 6.27 2.87 -0.0377
S 3.59 4.96 2.51 1.1580
C 3.48 3.66 1.15 -0.5093
C 2.17 2.95 1.50 -0.2180
C 1.67 1.91 0.47 -0.0518
C 0.60 1.05 1.11 -0.6287
F -0.28 1.82 1.78 0.1477
F 1.09 0.13 1.95 0.1393
F -0.10 0.42 0.15 0.1461
Si 3.30 4.82 -0.41 0.5426
C 2.75 3.90 -1.95 -0.1486
C 1.96 6.09 -0.06 -0.1754
C 4.87 5.80 -0.81 -0.1489
H 4.87 0.09 3.36 0.0849
H 3.16 0.59 2.93 0.0597
H 5.03 2.70 3.75 0.1141
H 4.54 1.20 0.23 0.1216
H 6.03 1.20 1.11 0.1213
H 5.98 3.35 -0.98 0.0968
H 7.22 2.22 -0.48 0.0911
H 4.12 1.22 -2.38 0.1053
H 7.06 6.09 3.06 0.0740
H 5.54 6.61 3.80 0.1042
H 5.90 7.05 2.12 0.1135
H 2.19 2.50 2.49 0.1086
H 1.41 3.73 1.53 0.1029
H 1.14 2.44 -0.32 0.1244
H 2.46 1.28 0.07 0.1191
H 3.30 4.28 -2.81 0.0483
H 1.70 4.13 -2.13 0.0432
H 2.83 2.82 -1.86 -0.0005
H 2.35 6.94 0.50 0.0292
H 1.08 5.68 0.44 0.0377
H 1.63 6.43 -1.04 0.0495
H 5.11 5.61 -1.86 0.0425
H 4.65 6.86 -0.75 0.0442
H 5.77 5.54 -0.26 0.0077
C 1.69 3.18 -8.05 -0.1070
O 0.68 2.54 -7.30 -0.1931
C 1.10 2.09 -6.03 -0.2046
C 0.02 2.28 -4.98 -0.1839
O -0.21 3.63 -4.58 -0.1386
C -0.78 4.53 -5.52 -0.1802
C -2.23 4.27 -5.86 -0.2011
O -2.39 3.10 -6.64 -0.1952
C -3.49 2.30 -6.27 -0.1082
H 2.38 2.45 -8.49 0.0900
H 1.20 3.73 -8.85 0.0909
H 2.26 3.89 -7.44 0.0847
H 2.01 2.61 -5.71 0.1195
H 1.32 1.02 -6.10 0.1299
H 0.37 1.78 -4.07 0.1190
H -0.91 1.79 -5.27 0.1181
H -0.17 4.59 -6.42 0.1175
H -0.73 5.50 -5.03 0.1262
H -2.60 5.12 -6.44 0.1301
H -2.81 4.20 -4.94 0.1240
H -3.56 2.19 -5.19 0.0862
H -3.35 1.31 -6.71 0.0899
H -4.43 2.72 -6.66 0.0901
C -0.97 -6.39 5.39 -0.1013
O -0.83 -5.06 4.94 -0.2036
C 0.50 -4.57 4.98 -0.1989
C 0.79 -3.70 3.77 -0.1876
O 0.91 -4.40 2.54 -0.1200
C -0.25 -5.01 2.00 -0.1771
C -1.31 -4.06 1.50 -0.1933
O -1.94 -3.37 2.57 -0.2095
C -2.17 -2.01 2.31 -0.1059
H -0.96 -6.43 6.49 0.0915
H -1.93 -6.76 5.03 0.0791
H -0.18 -7.04 5.00 0.0895
H 1.22 -5.40 5.02 0.1260
H 0.61 -3.96 5.88 0.1278
H 1.77 -3.25 3.94 0.1232
H 0.07 -2.89 3.70 0.1127
H -0.67 -5.73 2.71 0.1153
H 0.10 -5.59 1.14 0.1304
H -2.07 -4.64 0.96 0.1266
H -0.86 -3.35 0.80 0.1232
H -1.29 -1.54 1.85 0.0655
H -2.35 -1.52 3.27 0.0926
H -3.04 -1.87 1.67 0.0915
C -4.63 -5.83 3.63 -0.1092
O -5.96 -5.60 3.22 -0.1909
C -6.18 -4.27 2.77 -0.1963
C -7.10 -4.23 1.57 -0.1819
O -6.54 -4.69 0.36 -0.1231
C -6.25 -6.07 0.22 -0.1855
C -7.45 -6.99 0.12 -0.2014
O -8.14 -7.09 1.35 -0.1956
C -9.54 -7.07 1.23 -0.1127
H -4.45 -5.42 4.63 0.0926
H -4.48 -6.91 3.67 0.0888
H -3.91 -5.41 2.92 0.0740
H -5.23 -3.79 2.51 0.1177
H -6.65 -3.71 3.58 0.1290
H -7.33 -3.18 1.39 0.1273
H -8.05 -4.72 1.79 0.1171
H -5.56 -6.41 1.00 0.1162
H -5.71 -6.15 -0.73 0.1268
H -7.10 -7.99 -0.17 0.1278
H -8.11 -6.62 -0.67 0.1242
H -9.87 -6.29 0.54 0.0867
H -9.95 -6.85 2.21 0.0884
H -9.93 -8.04 0.89 0.0884
```



No. 2
The ion C5H10NO with charge -1, computed with the ωB97M-V functional and the def2-TZVPD basis.

Computed properties:
Total charge: -1
SMILES: [O-]C[C@H]1CCCN1
HOMO (Eh): -0.082

Geometry as XYZ:
```
17
Properties=species:S:1:pos:R:3:lowdin_charge:R:1
O 0.42 1.00 2.95 -0.3468
C -0.16 1.32 1.79 -0.5450
C 0.18 0.45 0.52 -0.3740
C -0.17 -1.06 0.50 -0.1821
C 0.29 -1.44 -0.91 -0.1957
C -0.13 -0.15 -1.76 -0.2137
N -0.50 0.85 -0.72 -0.0706
H -1.26 1.37 1.83 0.0727
H 0.13 2.32 1.29 0.0753
H 1.27 0.50 0.29 0.1288
H 0.42 -1.59 1.28 0.1118
H -1.21 -1.16 0.79 0.1043
H 1.37 -1.54 -0.92 0.0884
H -0.28 -2.30 -1.26 0.0820
H 0.82 0.04 -2.29 0.0925
H -1.05 -0.34 -2.32 0.0864
H -0.13 1.73 -1.06 0.0856
```



No. 3
A structure of composition C4H8N2O, computed with the ωB97M-V functional and the def2-TZVPD basis.

Computed properties:
HOMO (Eh): -0.320

Geometry as XYZ:
```
15
Properties=species:S:1:pos:R:3:lowdin_charge:R:1
C 1.32 0.33 0.33 -0.0474
C -0.82 -0.74 -0.49 0.0074
C -0.65 -2.17 -0.02 -0.0933
N -1.44 -1.12 0.57 0.0705
C 0.42 0.79 -0.84 -0.7165
O 0.84 0.73 -1.99 -0.0096
N -0.53 1.79 -0.38 0.0546
H 0.82 0.21 1.30 0.0731
H 1.88 -0.57 0.08 0.0820
H 2.04 1.15 0.43 0.0851
H -1.18 -2.94 -0.57 0.0878
H 0.28 -2.45 0.47 0.0930
H -1.76 -0.70 1.43 0.1535
H 0.02 2.63 -0.24 0.0791
H -1.16 2.00 -1.15 0.0804
```



No. 4
An isolated molecule of C17H16ClNO3S, computed with the ωB97M-V functional and the def2-TZVPD basis.

Computed properties:
SMILES: O=C(CSCc1cccc(Cl)c1)NCc1ccc2c(c1)OCO2
HOMO (Eh): -0.306

Geometry as XYZ:
```
39
Properties=species:S:1:pos:R:3:lowdin_charge:R:1
O 1.89 0.19 -2.16 0.0581
C 1.42 1.25 -1.81 -0.5790
C 0.15 1.82 -2.42 -0.3653
S -1.00 2.42 -1.16 0.8890
C -1.27 0.88 -0.20 -0.3934
C -1.91 -0.17 -1.05 -0.2994
C -1.16 -1.21 -1.58 -0.0405
C -1.76 -2.16 -2.39 -0.0634
C -3.11 -2.08 -2.69 -0.1090
C -3.85 -1.03 -2.16 -0.6675
Cl -5.54 -0.92 -2.52 0.6693
C -3.26 -0.08 -1.35 -0.0745
N 1.97 2.05 -0.87 0.0539
C 3.01 1.56 0.03 -0.1226
C 2.36 0.84 1.19 -0.2168
C 1.97 1.54 2.32 -0.0438
C 1.26 0.93 3.35 0.0134
C 0.95 -0.40 3.19 -0.2062
C 1.33 -1.10 2.05 -0.1987
C 2.03 -0.51 1.04 0.0427
O 0.88 -2.39 2.15 0.0398
C 0.21 -2.48 3.39 -0.1558
O 0.25 -1.23 4.03 0.0367
H -0.34 1.05 -3.02 0.0840
H 0.38 2.68 -3.05 0.0853
H -1.91 1.18 0.62 0.0852
H -0.30 0.55 0.19 0.0608
H -0.10 -1.28 -1.36 0.1041
H -1.17 -2.96 -2.80 0.1090
H -3.58 -2.81 -3.32 0.1026
H -3.85 0.73 -0.95 0.1138
H 1.42 2.84 -0.55 0.1013
H 3.63 0.88 -0.55 0.1255
H 3.60 2.41 0.37 0.1239
H 2.23 2.59 2.41 0.1116
H 0.97 1.47 4.24 0.1182
H 2.32 -1.05 0.15 0.1263
H 0.70 -3.24 4.02 0.1406
H -0.84 -2.77 3.22 0.1409
```



| no. | molecular weight (g/mol) | gap between HOMO and LUMO (eV) | strongest force on any atom (eV Å⁻¹) |
| --- | --- | --- | --- |
| 1 | 805.5 | 5.8 | 3.144 |
| 2 | 100.1 | 6.2 | 2.409 |
| 3 | 100.1 | 9.0 | 0.748 |
| 4 | 349.8 | 8.9 | 1.288 |